P:
11
Properties=species:S:1:pos:R:3:mulliken_charge:R:1 method="wB97M-V/def2-TZVPD" lumo_energy_ev=0.069 spin_multiplicity=1 orbital_gap_ha=0.297 charge=0 e_homo_ha=-0.2944
C 1.958 -1.292 0.115 -0.19
N 0.738 -1.198 -0.272 -0.27
H 2.552 -0.391 0.193 0.24
H 2.511 -2.209 0.185 0.26
H 0.205 -2.025 -0.484 0.21
H 0.085 -0.050 -0.204 0.35
C -1.647 1.404 0.177 -0.60
O -0.677 0.806 -0.638 -0.69
H -1.295 2.393 0.421 0.25
H -2.412 1.687 -0.538 0.21
H -2.020 0.874 1.045 0.24



Q:
11
Properties=species:S:1:pos:R:3:mulliken_charge:R:1 method="wB97M-V/def2-TZVPD" lumo_energy_ev=0.960 spin_multiplicity=1 orbital_gap_ha=0.351 charge=0 e_homo_ha=-0.3159 smiles="C=CN.O"
C -0.106 1.477 0.918 -0.72
C -0.496 0.843 -0.162 0.06
N 0.223 0.356 -1.237 -0.47
H 0.926 1.762 1.073 0.23
H -0.790 1.672 1.780 0.22
H -1.462 0.372 -0.075 0.30
H 1.240 0.493 -1.364 0.16
H -0.228 -0.047 -1.993 0.21
H 0.557 -2.609 0.996 0.30
H 0.101 -1.734 -0.158 0.36
O 0.037 -2.587 0.223 -0.65



R:
11
Properties=species:S:1:pos:R:3:mulliken_charge:R:1 method="wB97M-V/def2-TZVPD" lumo_energy_ev=0.979 spin_multiplicity=1 orbital_gap_ha=0.377 charge=0 e_homo_ha=-0.3408 smiles=NCCO
C -0.582 0.446 -0.297 -0.43
C 0.817 0.426 0.292 -0.39
H -1.689 -0.603 1.039 0.24
H -0.986 -1.610 -0.044 0.25
H -1.144 1.338 -0.044 0.34
H -0.495 0.425 -1.411 0.28
H 0.816 0.435 1.392 0.27
H 1.405 1.321 0.013 0.27
H 1.778 -0.742 -0.972 0.31
N -1.442 -0.662 0.058 -0.60
O 1.522 -0.775 -0.027 -0.53



S:
11
Properties=species:S:1:pos:R:3:mulliken_charge:R:1 method="wB97M-V/def2-TZVPD" lumo_energy_ev=0.738 spin_multiplicity=1 orbital_gap_ha=0.339 charge=0 e_homo_ha=-0.3123 smiles="C=CO.N"
N -1.739 -0.919 -1.426 -0.75
H -1.873 -1.403 -2.317 0.25
H -2.712 -0.637 -1.312 0.24
H -1.599 -1.697 -0.792 0.25
C 1.894 0.675 1.555 -0.72
C 0.777 0.753 0.832 0.06
O 0.783 0.750 -0.525 -0.49
H 1.925 0.321 2.572 0.26
H 2.810 0.805 0.987 0.23
H -0.194 0.931 1.289 0.28
H -0.072 0.422 -0.864 0.38



Most stable: R



P:
13
Properties=species:S:1:pos:R:3:mulliken_charge:R:1 method="wB97M-V/def2-TZVPD" lumo_energy_ev=0.091 spin_multiplicity=1 orbital_gap_ha=0.310 charge=0 e_homo_ha=-0.3066
C 0.330 -1.739 0.420 -0.50
C 0.694 1.158 -0.829 -0.76
C -1.355 1.020 0.321 -0.07
H 0.399 -1.613 -0.657 0.31
H -0.524 -2.469 1.004 0.21
H 1.377 -2.380 0.688 0.21
H 1.572 0.307 -1.090 0.24
H 1.160 2.186 -0.069 0.25
H -0.099 1.348 -1.810 0.33
H -1.565 1.766 -0.545 0.19
N -0.245 0.383 -0.054 0.10
O 0.441 -0.334 0.933 -0.21
S -2.184 0.365 1.687 -0.29



Q:
13
Properties=species:S:1:pos:R:3:mulliken_charge:R:1 method="wB97M-V/def2-TZVPD" lumo_energy_ev=0.600 spin_multiplicity=1 orbital_gap_ha=0.333 charge=0 e_homo_ha=-0.3106 smiles="CCN(O)C=S"
C -1.672 0.044 0.559 -0.84
C -0.722 -0.345 -0.428 -0.47
C 1.677 -0.557 0.003 -0.09
H -1.735 -0.894 1.322 0.22
H -2.716 0.182 0.027 0.27
H -1.302 1.062 1.087 0.27
H -0.664 -1.427 -0.728 0.38
H -1.033 0.136 -1.256 0.32
H 1.846 1.767 -0.215 0.28
H 1.427 -1.615 -0.201 0.21
N 0.648 0.153 -0.239 0.24
O 0.919 1.531 -0.107 -0.39
S 3.326 -0.037 0.177 -0.43



Most stable: Q



P:
13
Properties=species:S:1:pos:R:3:mulliken_charge:R:1 method="wB97M-V/def2-TZVPD" lumo_energy_ev=0.724 spin_multiplicity=1 orbital_gap_ha=0.332 charge=0 e_homo_ha=-0.3058 smiles="C=C[S@@](=C)(N)=O"
C -1.219 -0.051 -0.403 -0.27
C -1.203 -1.147 0.331 -0.65
C 0.606 0.205 1.318 -1.22
N 1.454 0.137 -1.170 -0.48
O 0.204 2.204 -0.704 -0.71
S 0.297 0.848 -0.197 1.00
H -2.072 0.383 -0.887 0.39
H -2.112 -1.726 0.459 0.30
H -0.312 -1.550 0.762 0.45
H -0.199 0.494 1.980 0.40
H 1.547 0.583 1.713 0.28
H 1.473 0.484 -2.115 0.26
H 1.536 -0.862 -1.087 0.25



Q:
13
Properties=species:S:1:pos:R:3:mulliken_charge:R:1 method="wB97M-V/def2-TZVPD" lumo_energy_ev=0.595 spin_multiplicity=1 orbital_gap_ha=0.379 charge=0 e_homo_ha=-0.3572 smiles="N=[S@H](=O)C1CC1"
C -0.792 1.070 0.031 -0.46
C -0.920 -0.399 -0.079 -0.50
C 0.211 0.235 0.821 -0.27
N 2.642 -1.178 0.087 -0.62
O 2.684 1.241 0.107 -0.59
S 1.843 0.111 -0.086 0.61
H -0.649 1.662 -0.840 0.23
H -1.629 1.574 0.523 0.29
H -1.930 -0.693 0.238 0.27
H -0.468 -0.886 -0.837 0.28
H 0.192 0.363 1.850 0.41
H 2.338 -1.996 -0.269 0.25
H 1.391 0.334 -1.485 0.14



Most stable: P